Entry from the Open Molecules 2025 dataset: a 10-piece molecular cluster, C37H99N8O13S overall in a non-equilibrium geometry (ωB97M-V with the def2-TZVPD basis set).

Properties
* Kohn-Sham gap: 0.111 Ha
* relative energy (zero: lowest compared OMol25 entry of this formula, charge and spin): 675.9 kJ/mol
* LUMO: 0.3 eV
* E_HOMO: -2.71 eV
* 2S+1: 1
* total charge: -1
* F_max: 0.06893 Eh/bohr

XYZ file:
```
158
Properties=species:S:1:pos:R:3:forces:R:3:mulliken_charge:R:1
O 21.311020 -9.843910 17.023600 -1.3 -0.4 0.4 -0.41
H 21.604560 -10.649620 17.455200 0.9 -0.7 0.8 0.43
H 22.059960 -9.280320 16.816150 2.1 1.1 -0.4 0.43
H 20.881530 -10.150390 16.221590 -0.3 0.1 -1.0 0.43
S 26.010750 -9.454030 16.147860 -0.1 -0.1 0.4 1.08
O 25.038990 -8.366370 16.369700 -2.5 1.5 0.4 -0.75
O 26.800190 -9.093420 14.992570 0.8 -0.1 -2.1 -0.73
O 26.864870 -9.560050 17.304950 1.4 -0.3 2.1 -0.72
O 25.264030 -10.712810 15.998310 -1.1 -1.4 -0.7 -0.78
C 32.962210 -9.489050 22.080790 1.0 -1.0 -0.6 -1.40
C 32.353920 -9.494430 20.682040 1.2 0.4 -0.2 0.49
C 32.467390 -10.802750 19.874220 1.3 0.3 0.7 -0.67
O 33.906940 -11.020170 19.719070 -1.2 1.3 1.0 -0.30
C 34.246750 -12.147390 19.036950 0.5 -1.5 -0.6 -0.75
N 31.068270 -8.905360 20.758080 -1.5 0.1 -0.4 -0.65
H 34.034450 -9.623380 21.938110 0.1 0.1 0.2 0.37
H 32.663720 -10.361490 22.662050 -0.4 0.1 0.3 0.32
H 32.807320 -8.547070 22.606890 -0.3 -0.1 -0.1 0.38
H 33.002300 -8.836770 20.103090 0.0 0.4 -0.2 0.16
H 32.040720 -10.720490 18.874570 -0.2 0.2 0.0 0.41
H 31.946420 -11.594680 20.412300 0.3 -0.5 0.0 0.31
H 35.307920 -12.205020 18.794650 0.2 0.7 0.0 0.25
H 33.714300 -12.233590 18.089760 -0.3 -0.2 -0.1 0.28
H 34.131780 -13.043450 19.646850 -0.6 -0.4 0.0 0.30
H 30.496040 -9.161040 19.966060 -0.2 0.2 -0.2 0.26
H 30.540700 -9.160990 21.580530 0.1 -0.2 0.1 0.22
C 29.951450 -14.743630 13.511420 0.5 -1.9 0.3 -1.31
C 29.511650 -15.783220 14.591010 1.3 0.9 1.0 0.32
C 30.563200 -16.759890 15.238550 0.4 0.0 -1.6 -0.61
O 31.014700 -17.587220 14.146600 0.7 -0.6 -0.2 -0.28
C 31.882070 -18.705360 14.399110 -0.8 0.3 0.5 -0.76
N 28.977230 -15.064190 15.738890 -0.6 -0.5 0.7 -0.71
H 30.166950 -15.427070 12.690100 -0.1 0.7 -0.8 0.36
H 30.865100 -14.181320 13.704190 0.0 -0.1 0.4 0.29
H 29.132620 -14.040030 13.361190 0.0 -0.2 -0.3 0.37
H 28.867890 -16.486820 14.063160 -0.8 0.3 0.5 0.27
H 30.104830 -17.324790 16.050280 -0.4 -0.2 -0.2 0.37
H 31.431190 -16.280570 15.691260 0.1 0.5 -0.1 0.31
H 32.220770 -19.174800 13.475520 -0.3 0.5 -0.3 0.25
H 31.329850 -19.476070 14.936840 -0.1 -0.1 0.2 0.29
H 32.781320 -18.490440 14.976390 0.0 0.5 0.2 0.29
H 28.110790 -14.563110 15.603590 -0.1 -0.1 -0.3 0.29
H 29.655840 -14.361890 15.996500 0.0 0.1 0.1 0.25
C 22.252500 -16.848100 19.278140 0.3 0.4 0.2 -1.28
C 21.179100 -15.856820 19.690920 -1.3 -0.7 0.5 0.35
C 20.690550 -16.182040 21.132150 -0.7 -0.2 0.2 -0.76
O 20.012570 -17.447190 21.150440 0.3 0.0 -0.3 -0.31
C 18.968310 -17.588930 22.081550 -0.2 0.7 0.1 -0.78
N 21.589150 -14.467850 19.570580 1.6 0.2 1.0 -0.69
H 21.939180 -17.878550 19.110500 -0.3 0.2 -0.1 0.32
H 22.969760 -16.872410 20.098520 0.3 -0.1 0.0 0.31
H 22.762830 -16.423080 18.413830 0.1 -0.4 -0.2 0.41
H 20.333940 -15.812950 19.004000 -0.4 -1.2 0.2 0.17
H 20.096990 -15.378550 21.568270 -0.8 0.2 -0.6 0.48
H 21.425990 -16.264040 21.932460 1.2 0.0 -0.5 0.37
H 18.053870 -17.207680 21.627090 -0.4 -0.3 0.0 0.29
H 19.094860 -17.004630 22.992970 0.4 0.2 0.1 0.33
H 18.855480 -18.619550 22.417990 0.1 -0.1 -0.5 0.25
H 22.382120 -14.502760 18.946010 0.0 0.3 -1.1 0.27
H 22.171500 -14.330760 20.384320 0.0 0.8 0.9 0.26
C 24.481810 -1.701370 13.194990 0.1 -0.7 -0.3 -1.33
C 24.911340 -2.978580 12.365310 -0.6 1.2 0.1 0.51
C 25.421300 -2.524650 10.972870 0.2 -0.9 0.7 -0.72
O 25.818490 -3.607760 10.081110 -1.3 0.7 0.6 -0.29
C 25.738760 -3.198920 8.717050 0.3 0.0 0.9 -0.71
N 25.851610 -3.759290 13.144090 0.2 -0.1 -0.2 -0.77
H 23.515700 -1.309140 12.877350 0.0 -0.1 -0.3 0.38
H 25.175080 -0.860260 13.199070 0.3 -0.2 -0.1 0.31
H 24.335610 -2.033370 14.222850 0.1 0.1 0.1 0.34
H 23.953410 -3.488460 12.262860 -0.1 -0.4 -0.5 0.22
H 26.263230 -1.859140 11.163540 0.4 0.0 -0.2 0.34
H 24.613710 -1.918520 10.562380 -0.1 -0.1 -0.4 0.34
H 26.436550 -2.364250 8.649780 0.3 -0.1 -0.9 0.31
H 24.761880 -2.836790 8.396660 -0.4 0.1 0.4 0.29
H 25.944400 -4.068840 8.093310 0.5 0.2 0.1 0.25
H 26.026200 -4.648460 12.698010 0.4 -0.1 -0.5 0.27
H 25.381260 -4.081250 13.977890 0.0 0.3 0.5 0.27
C 23.999760 -15.003850 10.614110 -0.5 -0.2 0.4 -1.49
C 24.395030 -13.764580 9.823670 0.1 -1.1 0.1 0.75
C 23.698570 -13.629660 8.432960 0.0 0.2 1.3 -0.69
O 24.108450 -14.555780 7.436210 -1.9 -0.2 1.3 -0.35
C 25.442650 -14.473570 7.113700 0.6 0.5 -0.5 -0.64
N 24.009510 -12.657200 10.678550 -0.2 0.4 -0.4 -0.72
H 24.344830 -15.977780 10.266990 -0.3 0.1 -0.6 0.30
H 22.922650 -14.931890 10.764950 -0.2 -0.6 -0.2 0.34
H 24.402780 -14.975550 11.626460 0.3 0.4 0.1 0.41
H 25.471210 -13.895410 9.710420 0.3 0.6 -0.3 0.10
H 23.760120 -12.573230 8.171690 0.9 0.3 -0.8 0.36
H 22.619070 -13.647340 8.582830 -0.1 -1.0 0.0 0.36
H 26.118850 -14.648000 7.950610 0.0 0.1 0.1 0.26
H 25.546740 -13.460980 6.723910 1.0 0.1 -0.3 0.30
H 25.666310 -15.226460 6.357890 -0.1 0.1 -0.1 0.23
H 24.260480 -12.850410 11.637600 0.1 0.1 0.1 0.24
H 24.444900 -11.784760 10.415150 0.1 0.1 0.0 0.23
C 28.932690 -9.139360 8.159760 1.2 -0.9 -0.1 -1.44
C 30.229010 -8.546060 8.785270 -0.8 0.1 -2.1 0.39
C 31.136510 -7.858350 7.750470 0.5 0.3 -0.2 -0.77
O 31.639200 -8.744860 6.784330 -1.2 -1.9 -0.5 -0.31
C 32.349670 -8.197370 5.706500 0.6 0.2 1.2 -0.72
N 29.750710 -7.559490 9.700440 1.1 0.4 1.5 -0.73
H 28.154830 -9.319110 8.901850 0.3 -0.1 0.3 0.47
H 29.201640 -10.103920 7.729160 -0.5 0.1 -0.7 0.31
H 28.484120 -8.422930 7.471560 0.2 -0.2 -0.4 0.34
H 30.875790 -9.303510 9.228010 -0.4 -0.1 0.5 0.36
H 32.019260 -7.430060 8.225270 -0.1 0.3 0.6 0.41
H 30.612400 -7.028900 7.275690 -0.4 0.2 -0.2 0.33
H 33.258000 -7.820690 6.176760 0.3 0.9 -0.4 0.30
H 31.761400 -7.440970 5.186990 0.2 0.2 -0.1 0.29
H 32.732100 -8.959010 5.026980 -0.7 -0.3 0.0 0.24
H 29.358770 -8.130200 10.435810 -0.4 0.6 0.6 0.28
H 29.004420 -7.030300 9.272530 -0.1 0.0 0.1 0.26
C 25.019920 -12.738970 24.924730 0.8 -0.3 -0.9 -1.22
C 26.263170 -12.461570 24.042170 1.8 0.5 1.1 0.29
C 27.575870 -13.320060 24.414190 -0.7 1.2 1.5 -0.79
O 27.813340 -13.077330 25.777060 0.7 0.1 2.1 -0.34
C 28.737080 -13.994150 26.407000 -1.1 -0.4 -1.4 -0.77
N 26.114460 -12.553060 22.650060 -0.4 -2.1 -2.2 -0.59
H 24.123460 -12.592800 24.322170 0.0 0.7 0.1 0.34
H 25.165160 -12.014770 25.726310 -0.8 -0.6 0.4 0.29
H 24.916500 -13.781440 25.225860 0.4 0.0 0.5 0.29
H 26.476070 -11.407280 24.218910 0.5 0.0 0.6 0.26
H 28.507600 -13.006140 23.943630 -0.3 0.3 -1.0 0.44
H 27.500600 -14.400560 24.291790 -0.7 -0.3 -0.5 0.44
H 28.165450 -14.905870 26.580510 0.0 -0.3 0.4 0.31
H 29.196760 -13.652350 27.334340 -0.4 0.5 -0.2 0.24
H 29.501540 -14.293870 25.690150 0.4 0.2 0.0 0.32
H 26.732410 -13.318320 22.420700 -0.4 -0.2 -1.1 0.22
H 26.362370 -11.812540 22.009550 0.0 0.5 0.6 0.26
C 19.428680 -4.592370 17.812190 -0.3 -1.0 -0.4 -1.79
C 19.520120 -4.322120 19.329490 0.0 -0.2 0.4 1.49
C 18.247780 -4.998700 20.004900 -0.6 0.5 -1.3 -1.30
C 18.290670 -5.180370 21.482840 -0.5 1.2 -0.1 -0.70
C 19.456670 -6.033350 21.771900 0.2 -1.1 1.1 -1.20
C 20.774630 -5.496010 21.343520 1.6 3.0 -1.0 1.81
N 20.699190 -5.103990 19.878910 -1.7 -0.9 0.0 0.27
O 21.931480 -4.700670 19.334150 -0.2 0.6 0.4 -0.47
C 21.187550 -4.297380 22.189260 -0.4 1.1 1.1 -1.94
C 21.931490 -6.472960 21.527890 -0.9 -0.4 -0.7 -2.04
C 19.538510 -2.757380 19.535370 1.0 -1.1 0.9 -1.59
H 19.713230 -5.629040 17.632100 0.3 -0.1 0.1 0.39
H 19.977130 -3.989080 17.088770 0.4 0.3 0.6 0.34
H 18.405800 -4.582110 17.435740 -0.4 0.4 0.4 0.37
H 17.301690 -4.555350 19.694360 0.2 1.1 -0.1 0.57
H 18.010300 -5.975200 19.582820 1.0 -0.5 -0.3 0.42
H 17.339790 -5.535350 21.880220 0.0 -0.7 -0.2 0.38
H 18.356850 -4.242300 22.033980 0.4 0.4 -0.2 0.31
H 19.378380 -6.997180 21.268900 -0.4 -0.4 0.4 0.31
H 19.471660 -6.093690 22.860120 0.4 -0.8 0.1 0.36
H 21.988830 -3.702770 21.750510 0.2 -0.4 -0.1 0.38
H 20.425740 -3.564740 22.455680 -0.6 0.0 -0.6 0.37
H 21.456660 -4.603610 23.200150 0.6 -0.4 0.0 0.48
H 21.821150 -6.917270 22.517090 0.2 -0.1 -0.1 0.45
H 21.785670 -7.215940 20.743790 0.3 -0.5 0.2 0.46
H 22.910450 -6.008460 21.409710 -0.2 0.0 0.1 0.40
H 19.861640 -2.467680 20.535250 -0.9 -0.3 0.6 0.30
H 18.559900 -2.347740 19.285110 0.3 0.2 -0.1 0.37
H 20.403920 -2.303300 19.052700 -0.4 -0.1 -1.1 0.43
H 22.299790 -5.516470 18.987130 0.2 -0.1 -0.2 0.35
```
Positions in Å, forces in eV/Å.